(1)
A 2-piece molecular cluster, CH3O3 overall, computed with ωB97M-V/def2-TZVPD.

Properties
Energy above the lowest of the compared OMol25 structures with the same formula, charge and spin in eV: 0.027
HOMO (spin up / spin down) in eV: -11.4 / -11.4
Spin multiplicity: 2

```
7
Properties=species:S:1:pos:R:3:forces:R:3
O 0.077727 0.786858 -1.034494 0.29 0.43 -0.52
C -1.009640 0.345836 -0.531770 -0.62 -0.65 0.79
O -1.214083 -0.380219 0.403272 0.01 -0.08 0.12
H -1.871680 0.745220 -1.115012 0.17 0.32 -0.41
H 1.578204 -0.071065 0.167585 0.43 0.21 -0.28
H 0.757635 -0.814595 1.158680 0.09 -0.15 0.21
O 1.681837 -0.612034 0.951739 -0.38 -0.08 0.10
```
Forces are in eV/Å.

=====

(2)
C4H5InO6 as an isolated structure, computed with ωB97M-V/def2-TZVPD.

Properties
Energy above the lowest of the compared OMol25 structures with the same formula, charge and spin in eV: 0.000
HOMO (spin up / spin down) in eV: -20.3 / -18.6
Spin multiplicity: 1
Net charge: +2

```
16
Properties=species:S:1:pos:R:3:forces:R:3
C 0.663193 -0.134916 -1.107754 -0.21 0.45 0.78
C -0.770302 0.207416 -0.755489 -0.67 0.53 0.10
O -0.915961 -0.127827 0.652935 -0.37 0.95 0.93
O 1.477689 -0.082685 0.051156 -3.70 -0.83 1.96
H 1.024928 0.606262 -1.831814 0.49 -0.30 -0.39
H 0.692841 -1.152112 -1.527803 0.61 0.00 -0.15
H -1.485111 -0.394710 -1.325753 0.13 0.37 -0.02
H -0.936976 1.287220 -0.852020 -0.22 -0.31 -0.18
H 0.661100 -0.143053 0.886920 2.60 0.15 -2.15
C -2.108489 0.119530 1.268552 1.36 -2.42 -3.47
O -3.126902 0.322977 0.588023 0.04 1.03 0.25
O -2.193122 -0.334151 2.445190 5.65 0.68 1.68
In -4.031874 -0.459721 2.500751 -6.47 -0.50 0.80
O 3.589676 0.128190 -1.473407 -1.74 -0.61 1.40
O 3.984848 0.104271 0.775205 -1.96 -0.28 -0.45
C 3.474465 0.053304 -0.294690 4.46 1.09 -1.07
```
Forces are in eV/Å.

=====

(3)
C31H56BaBrN4OP3 as an isolated structure, computed with ωB97M-V/def2-TZVPD.

Properties
Energy above the lowest of the compared OMol25 structures with the same formula, charge and spin in eV: 0.149
HOMO in eV: -12.6
Spin multiplicity: 1
Net charge: +2

```
97
Properties=species:S:1:pos:R:3:forces:R:3
C -0.516528 -5.851281 -1.574876 0.02 0.18 -0.19
C 0.499347 -4.943192 -1.933158 0.09 -0.70 0.20
C 1.500629 -5.388572 -2.813161 -0.16 0.06 -0.12
C 1.397197 -6.676434 -3.357097 0.15 0.58 0.66
N 0.437874 -7.519056 -2.997385 -0.12 -0.32 -0.67
C -0.515286 -7.120013 -2.171185 0.16 0.56 0.63
C 0.428197 -3.535209 -1.539424 -1.95 2.35 -2.43
C 0.033343 -2.363936 -1.743388 0.17 -3.86 -1.44
C -0.338892 -1.018093 -2.016381 -0.42 0.89 -0.08
C -1.547566 -0.460791 -1.523065 0.33 -0.31 0.11
C -1.768836 0.903181 -1.637778 0.22 0.53 -0.02
C -0.754949 1.748539 -2.135228 -0.75 -0.93 -0.97
C 0.318672 1.165267 -2.840216 -0.06 0.34 0.37
C 0.497220 -0.206246 -2.822616 0.11 -0.18 0.16
Ba 1.019216 -2.066650 0.626112 0.13 1.86 3.36
P -0.988542 3.548901 -2.185099 -0.02 0.00 0.03
H 2.316892 -4.733273 -3.110345 -0.28 -0.18 0.00
H -1.317838 -5.567411 -0.890922 0.22 -0.04 -0.24
H 2.132900 -7.024977 -4.085470 -0.21 0.03 0.27
H -1.307721 -7.836747 -1.947304 0.24 0.19 -0.01
H 1.263049 -0.677535 -3.444680 -0.01 0.21 0.47
H -2.280536 -1.120629 -1.046015 0.28 0.35 -0.12
H 1.053864 1.805644 -3.339211 -0.32 -0.41 0.07
H -2.700037 1.358837 -1.290276 0.28 -0.38 0.05
C -0.266204 4.243919 -0.689182 0.44 -0.37 0.25
C 0.428440 5.590851 -0.827204 -0.02 0.33 0.06
H 0.446157 3.460127 -0.344938 -0.41 0.65 -0.23
H -1.058657 4.262497 0.079358 0.16 -0.02 -0.32
H 0.871668 5.845246 0.141418 -0.07 0.00 -0.20
H 1.245467 5.552944 -1.557262 -0.22 0.08 0.09
H -0.276244 6.389144 -1.089401 0.29 -0.09 -0.04
C -0.264598 4.108083 -3.735017 0.46 0.22 -0.06
C -0.896322 3.437169 -4.961617 -0.04 -0.08 -0.23
H 0.817550 3.915648 -3.695395 -0.22 0.19 -0.04
H -0.401135 5.199823 -3.780716 0.15 -0.31 0.09
H -0.471098 3.878458 -5.871118 -0.14 -0.09 0.23
H -0.692192 2.359434 -4.991804 -0.09 0.29 0.03
H -1.984294 3.580626 -4.995868 0.30 0.00 -0.04
C -2.728562 4.001927 -2.293632 -0.18 -0.57 -0.01
C -2.940697 5.505158 -2.507470 -0.09 0.25 -0.01
H -3.203582 3.648249 -1.366829 -0.02 0.15 -0.24
H -3.140517 3.419451 -3.132260 -0.07 0.16 0.31
H -4.019457 5.703116 -2.550073 0.31 -0.01 0.02
H -2.521689 6.107201 -1.686724 -0.14 -0.22 -0.28
H -2.506257 5.851708 -3.458616 -0.17 -0.13 0.37
Br 0.710571 1.361542 0.505347 0.24 -1.02 0.79
P 4.383945 -0.599790 -0.226660 1.71 0.64 -0.29
C 3.726289 0.921740 -1.032829 -0.70 0.19 0.25
C 4.620111 2.153658 -0.913746 0.22 0.06 -0.19
H 2.744081 1.121535 -0.549480 0.76 -0.06 -0.58
H 3.522414 0.702914 -2.090707 0.17 -0.06 0.12
H 4.108349 3.038335 -1.315378 0.07 -0.17 0.11
H 4.892576 2.378658 0.124553 -0.07 -0.09 -0.18
H 5.542986 2.023438 -1.492084 -0.11 0.05 0.22
C 3.791861 -0.361267 1.520141 -0.56 0.03 -0.07
C 4.976112 -0.020816 2.440148 0.00 -0.24 0.26
H 3.324751 -1.295824 1.892877 0.23 0.20 0.11
H 3.023763 0.436760 1.526440 0.31 -0.42 0.20
H 4.627636 0.124755 3.470357 0.03 0.04 -0.22
H 5.703693 -0.843973 2.457402 -0.14 0.28 -0.10
H 5.498273 0.894420 2.135603 -0.18 -0.24 -0.07
C 3.374765 -1.842034 -1.118307 -0.47 -0.08 -0.03
C 3.994843 -2.274057 -2.455569 -0.05 -0.12 -0.01
H 2.379405 -1.412063 -1.343873 0.31 -0.33 -0.10
H 3.299229 -2.738286 -0.470781 0.01 0.11 -0.30
H 3.535539 -3.223356 -2.757661 0.23 0.27 -0.05
H 3.790771 -1.546805 -3.254693 0.20 -0.11 0.30
H 5.078883 -2.425045 -2.365110 -0.32 0.09 -0.05
C 0.185687 -2.024324 4.926642 0.05 0.00 0.08
N -1.212289 -1.685600 4.695928 0.06 0.06 -0.23
C -2.076520 -1.872042 5.866017 -0.08 0.09 0.35
P -1.794245 -1.141623 3.257128 -1.24 -0.14 1.13
O -0.982685 -1.625882 2.084866 0.22 -0.17 -0.28
N -3.352001 -1.800304 3.363873 0.81 0.33 -0.74
C -4.480796 -1.181228 2.661558 0.14 -0.10 0.00
C -3.353642 -3.262304 3.224345 -0.45 -0.01 0.10
N -1.900242 0.502169 3.277532 0.06 -0.23 -0.38
C -2.291530 1.254046 2.083011 0.03 -0.24 -0.45
C -1.960031 1.232672 4.533535 -0.12 -0.03 0.44
H 0.526765 -1.547384 5.860638 0.02 -0.19 -0.35
H 0.822584 -1.667060 4.104366 -0.20 -0.05 0.25
H 0.299910 -3.119123 5.025244 0.05 0.37 0.03
H -3.133319 -1.745822 5.597998 0.52 -0.04 0.11
H -1.939799 -2.886337 6.273421 0.01 0.29 -0.09
H -1.826378 -1.134326 6.646250 -0.01 -0.30 -0.14
H -4.328752 -1.246619 1.567140 -0.33 0.16 0.26
H -5.385921 -1.742048 2.929575 0.19 0.18 -0.14
H -4.627578 -0.138736 2.977191 0.14 -0.37 -0.14
H -3.392458 -3.541247 2.164050 0.13 -0.15 0.08
H -2.483876 -3.715768 3.710861 -0.12 0.17 -0.18
H -4.251276 -3.664041 3.711083 0.16 0.07 -0.09
H -3.334494 1.061221 1.785488 0.22 0.21 0.11
H -2.170312 2.320664 2.298909 -0.05 -0.21 -0.08
H -1.614078 1.015612 1.246301 -0.43 0.04 0.42
H -2.962631 1.214891 4.980319 0.11 0.07 0.01
H -1.246216 0.812105 5.247476 -0.16 0.11 -0.08
H -1.684172 2.272889 4.345778 0.02 -0.15 0.06
```
Forces are in eV/Å.

=====

(4)
C39H51N7PRuS as an isolated structure, computed with ωB97M-V/def2-TZVPD.

Properties
Energy above the lowest of the compared OMol25 structures with the same formula, charge and spin in eV: 1.142
HOMO (spin up / spin down) in eV: -12.6 / -12.9
Spin multiplicity: 6
Net charge: +2

```
100
Properties=species:S:1:pos:R:3:forces:R:3
Ru 0.237513 -0.867999 -0.527702 -0.35 0.00 -0.51
C -3.072901 -0.261070 5.057375 0.05 0.05 -0.03
C -2.444089 0.841671 4.494064 -0.08 -0.16 0.00
C -1.361865 0.674052 3.644827 -0.10 -0.12 -0.23
C -0.917403 -0.612544 3.361388 -0.03 0.08 0.02
C -1.524439 -1.725280 3.939119 -0.05 -0.06 0.02
C -2.606380 -1.542241 4.782736 0.02 -0.02 0.00
N 0.138965 -0.804824 2.425470 0.05 -0.20 0.03
C 1.136348 -1.783928 2.649342 -0.15 0.20 -0.05
C 1.582293 -1.958820 3.955230 0.05 -0.09 0.14
C 2.578567 -2.870126 4.242018 -0.02 0.02 -0.03
C 3.143343 -3.610879 3.207455 -0.02 0.03 0.00
C 2.723048 -3.432735 1.905447 0.02 -0.06 0.04
C 1.707667 -2.518646 1.594063 -0.06 -0.05 -0.02
N 1.294721 -2.330825 0.286211 -0.02 0.08 -0.18
N 1.937119 -3.090855 -0.643540 0.19 -0.06 0.01
C 2.743791 -2.326768 -1.451855 -0.10 0.04 -0.07
C 3.778480 -2.939960 -2.158857 0.02 0.00 -0.05
C 4.678817 -2.126455 -2.830116 -0.04 -0.04 0.00
C 4.494645 -0.751261 -2.810706 -0.01 -0.03 -0.02
C 3.379636 -0.235295 -2.154759 -0.05 0.02 -0.03
N 2.517883 -0.998099 -1.499874 0.07 0.21 0.11
H -3.914940 -0.123495 5.721537 -0.01 -0.01 0.00
H -2.780801 1.841954 4.730947 -0.02 -0.02 -0.01
H -0.839958 1.544701 3.259366 -0.37 -0.48 -0.15
H -1.159235 -2.720940 3.722615 0.01 -0.02 0.01
H -3.087433 -2.403068 5.226642 0.00 0.00 0.00
H 1.145265 -1.356619 4.740839 0.01 -0.01 0.00
H 2.922888 -2.993786 5.258755 0.00 0.00 0.00
H 3.925198 -4.327292 3.419293 0.00 0.00 0.00
H 3.164747 -4.009521 1.106501 0.00 0.00 0.02
H 3.876970 -4.016066 -2.124535 0.02 0.01 -0.01
H 5.518132 -2.561434 -3.355661 0.00 0.00 0.00
H 5.186368 -0.083864 -3.304252 0.00 0.00 0.00
H 3.179930 0.830490 -2.159896 -0.01 -0.01 -0.01
N -1.695120 -2.213937 0.172432 -0.10 0.21 0.12
C -2.984150 -1.547943 0.477894 -0.02 -0.03 -0.02
C -3.259128 -0.442634 -0.537400 0.08 0.02 0.03
C -2.775926 0.961414 -0.132174 0.00 -0.01 -0.02
C -1.878454 1.627971 -1.161193 0.01 0.02 0.07
N -0.474978 1.096101 -1.204862 -0.14 -0.20 -0.01
H -1.837028 -2.897756 -0.560226 0.01 -0.07 -0.06
H -1.367033 -2.736213 0.979275 -0.01 -0.03 0.00
H -2.923659 -1.139511 1.487786 -0.02 0.01 0.01
H -3.795708 -2.278170 0.477470 0.01 -0.01 0.01
H -4.325108 -0.405598 -0.761003 -0.01 -0.01 0.01
H -2.762115 -0.733284 -1.465692 -0.05 0.04 -0.01
H -2.289168 0.938331 0.845806 0.02 0.00 0.03
H -3.636588 1.617937 0.005104 0.00 0.00 0.00
H -1.820026 2.699917 -0.961525 0.01 0.00 -0.02
H -2.323185 1.508645 -2.148043 0.01 0.03 0.01
H 0.080648 1.713542 -0.599401 0.12 0.06 -0.02
H -0.108851 1.256712 -2.138199 0.01 0.02 -0.05
N 0.233944 -0.011495 1.349424 0.11 -0.17 -0.11
S 1.461047 3.019352 0.631840 0.16 0.13 0.04
C 0.832614 3.063630 2.296536 -0.03 -0.03 -0.07
C 1.492955 2.300284 3.253312 0.07 0.04 0.13
C 1.012588 2.262355 4.556799 0.21 0.21 0.05
C -0.110598 2.996771 4.909156 0.21 0.37 0.10
C -0.764740 3.761004 3.950275 0.12 0.17 0.14
C -0.304868 3.788181 2.641057 0.00 0.06 -0.01
C 1.196562 4.682233 0.052384 -0.01 0.00 0.06
C 1.761752 5.758055 0.729429 0.02 -0.01 0.03
C 1.578199 7.043025 0.246872 -0.01 0.00 -0.02
C 0.853960 7.257141 -0.920466 0.01 -0.01 0.02
C 0.306166 6.182492 -1.602311 -0.01 -0.02 0.00
C 0.469290 4.893452 -1.110515 -0.04 0.00 -0.04
H -0.474740 0.707965 1.443746 0.03 0.09 0.05
H 2.389302 1.756146 2.981653 0.00 0.00 0.00
H 1.537755 1.681939 5.304394 0.00 -0.01 0.00
H -0.466659 2.987616 5.930596 -0.01 -0.02 0.00
H -1.633812 4.345988 4.222056 -0.01 0.01 0.00
H -0.811498 4.390886 1.897293 0.00 0.00 -0.01
H 2.339661 5.588162 1.628964 0.00 0.00 0.00
H 2.013205 7.879864 0.776427 0.00 0.00 0.00
H 0.720036 8.261815 -1.297571 0.00 0.00 0.00
H -0.256976 6.346158 -2.511449 0.00 -0.01 0.00
H 0.030061 4.054258 -1.637872 0.01 0.01 0.00
C 0.819831 -1.704780 -5.809258 0.02 0.01 -0.03
C 1.011994 -1.236479 -4.366660 -0.09 0.11 -0.02
P -0.334684 -1.646693 -3.180899 0.07 -0.24 0.19
C -1.754260 -0.801338 -4.011199 -0.10 0.00 0.07
C -3.098047 -1.532573 -4.012020 0.03 -0.02 -0.07
C -0.579079 -3.428692 -3.585561 0.04 -0.03 0.09
C -1.286515 -4.275883 -2.534229 0.02 0.03 0.01
H 1.647972 -1.341489 -6.417817 -0.01 -0.01 0.00
H -0.096786 -1.334907 -6.266914 0.03 0.00 0.00
H 0.816076 -2.791289 -5.881624 0.00 0.00 0.00
H 1.159288 -0.153273 -4.331788 0.02 0.03 0.02
H 1.916274 -1.688670 -3.977322 0.26 -0.04 0.15
H -1.450100 -0.639250 -5.045635 -0.03 0.02 0.04
H -1.855017 0.194650 -3.576296 -0.02 -0.04 0.03
H -3.044920 -2.448589 -4.598777 -0.01 0.00 0.00
H -3.857676 -0.902278 -4.473479 -0.01 0.00 0.01
H -3.452498 -1.798727 -3.018296 0.01 0.00 0.02
H 0.419586 -3.836054 -3.761248 0.03 0.01 0.02
H -1.105441 -3.484251 -4.539441 0.04 0.01 -0.02
H -0.680447 -4.348180 -1.628458 -0.04 0.04 0.04
H -1.431887 -5.291911 -2.899409 -0.01 0.01 -0.02
H -2.276220 -3.880364 -2.291228 0.00 -0.03 -0.01
```
Forces are in eV/Å.